96
Properties=species:S:1:pos:R:3:forces:R:3:mulliken_charge:R:1 method="wB97M-V/def2-TZVPD" fmax_ev_per_a=2.55 lumo_ev=0.387 de_lowest_kj_mol=74.7 e_tot_ha=-2433.6159
Sr 11.4764 11.2284 12.4428 -0.09 0.21 0.95 1.06
N 12.6423 13.7316 13.4099 2.07 0.65 -0.21 -0.25
C 11.4259 14.4189 13.8353 0.20 1.57 -0.56 -0.26
C 11.1471 13.9627 15.2651 -0.86 -0.25 -1.95 -1.35
N 10.6471 12.5718 15.2805 0.43 0.64 0.49 1.16
C 9.2102 12.4751 15.5155 0.07 1.40 -0.56 -1.04
C 8.3655 12.7122 14.2606 -0.21 0.27 0.38 -0.96
N 8.7750 11.7247 13.2466 -0.07 0.22 0.41 0.22
C 11.2799 11.9452 16.4020 0.68 -0.73 0.84 -1.03
C 12.6547 11.4186 16.0426 -0.41 -1.53 -0.07 -0.80
N 12.6037 10.3483 15.0011 -0.69 1.86 0.17 -0.10
H 13.3708 13.9457 14.1448 -0.84 -0.59 -1.16 0.26
H 13.0824 14.1276 12.5368 -0.87 -0.48 1.10 -0.13
H 10.6752 14.2622 13.0628 -0.59 -0.55 0.34 -0.04
H 11.5185 15.5332 13.7829 0.20 -0.53 0.41 0.44
H 10.3976 14.5619 15.7489 -0.22 0.75 0.34 0.31
H 12.1151 14.1034 15.7453 -0.18 -0.34 0.51 0.57
H 8.9040 13.0826 16.4099 0.01 -0.15 -0.71 0.31
H 9.0720 11.4565 15.7717 -0.58 -1.03 0.22 0.42
H 8.3896 13.7255 13.7983 0.38 -0.53 0.54 0.32
H 7.3283 12.5810 14.6154 0.09 -0.08 -0.37 0.49
H 8.3896 12.0276 12.3671 -0.26 -0.38 -0.41 0.22
H 8.3912 10.8155 13.5381 0.13 0.30 -0.38 -0.10
H 10.6723 11.1334 16.7786 -0.17 -0.47 -0.11 0.65
H 11.3333 12.6330 17.2757 0.24 -0.13 -0.27 0.30
H 13.1011 11.0270 16.9672 0.37 0.46 -0.16 0.46
H 13.1844 12.2309 15.5911 0.85 0.37 0.08 0.26
H 12.2341 9.4881 15.3339 -0.24 -0.66 0.33 0.06
H 13.4912 10.1927 14.5711 0.63 -0.10 -0.19 0.14
C 17.8466 15.4693 12.1767 1.58 -1.55 -0.14 -1.41
C 17.0573 14.2696 11.7314 -0.36 -1.13 -0.39 0.92
C 15.7404 14.5226 11.3641 0.58 0.05 -0.15 -0.52
C 14.9073 13.5314 10.8741 0.28 -0.08 0.21 -0.74
C 15.2891 12.2186 10.8862 0.82 -0.87 0.16 -0.57
C 16.6303 11.9547 11.1908 -0.93 -1.10 -0.17 -0.56
C 17.5132 12.9163 11.5674 0.78 2.17 0.54 -0.91
S 14.0712 10.8738 10.6272 1.53 1.38 0.39 1.46
O 14.5405 10.0268 9.5431 -0.67 0.33 -0.01 -0.79
O 12.8891 11.7435 10.3790 -0.61 -0.52 -0.67 -0.28
N 13.9594 10.2207 12.0079 -1.09 -0.12 0.79 -0.37
C 13.7977 8.7550 12.1359 0.02 0.72 -1.54 -1.45
C 12.3831 8.0853 12.2778 1.53 1.91 -0.20 0.43
O 12.4351 6.9013 12.0095 -1.21 -0.79 0.45 -0.74
O 11.4110 8.8860 12.5360 -0.12 -1.03 -0.24 -0.43
H 17.5399 15.7908 13.1466 -0.27 0.27 0.77 0.31
H 17.6893 16.2627 11.4796 0.07 0.64 -0.42 0.39
H 18.9333 15.2237 12.2375 -0.72 0.32 -0.10 0.34
H 15.4136 15.5518 11.4103 -0.24 0.11 -0.13 0.40
H 13.9881 13.7405 10.4147 -1.36 0.55 -0.14 0.82
H 16.9746 10.9415 11.1286 0.11 -0.47 -0.02 0.48
H 18.5707 12.6401 11.7250 -0.65 0.31 0.05 0.32
H 14.5155 8.4266 12.8524 0.25 -0.60 0.74 0.57
H 14.0924 8.3664 11.1704 0.45 -0.58 -0.10 0.60
C 9.6467 14.6481 6.0959 0.08 -0.94 0.47 -1.44
C 9.5726 14.6922 7.5971 0.09 0.14 -0.58 0.85
C 8.4970 15.3597 8.1681 1.35 -1.14 1.56 -0.58
C 8.3811 15.2338 9.5617 -0.28 1.47 0.43 -0.50
N 9.2229 14.6050 10.3905 1.00 -0.45 -1.18 -0.36
C 10.3218 14.0329 9.7876 -2.22 1.21 -0.26 -0.70
C 10.5250 14.0758 8.4224 -0.16 -0.38 0.16 -0.59
H 8.9587 15.3725 5.6912 -0.02 0.18 -0.43 0.38
H 9.3635 13.6395 5.7624 -0.24 0.23 0.02 0.27
H 10.6495 14.7562 5.7232 0.45 0.46 -0.17 0.37
H 7.8486 15.9824 7.5939 -0.51 0.09 -0.23 0.40
H 7.6134 15.8744 10.0431 0.26 -0.85 -0.09 0.33
H 11.0224 13.5380 10.4087 0.59 -0.39 0.59 1.02
H 11.4005 13.5441 8.0450 -0.28 0.33 -0.17 0.55
C 11.4652 10.7531 7.3107 -0.62 -2.03 -0.91 -0.96
C 11.2545 9.5980 8.3797 -0.20 1.97 -1.24 -0.33
C 10.4253 10.1981 9.4039 0.91 -1.01 -0.46 0.51
N 9.7916 10.7023 10.2009 -0.93 0.85 1.23 -0.47
H 11.7262 10.2914 6.3207 -0.46 0.45 0.84 0.38
H 12.2436 11.4099 7.5379 1.39 0.84 0.79 0.21
H 10.5620 11.3560 7.2513 -0.16 -0.18 -0.32 0.24
H 12.1910 9.2546 8.7924 0.20 -0.27 0.07 0.15
H 10.6805 8.8393 7.8749 -0.02 -0.62 0.14 0.50
C 9.0608 6.5885 13.4756 0.73 -0.87 1.58 -1.05
N 8.7854 7.4364 14.6466 -0.16 -0.05 -0.12 0.00
C 9.9352 8.1016 15.2426 1.22 -1.26 -1.68 -0.97
C 7.6999 8.2617 14.5751 -0.06 -0.03 -0.10 0.49
O 7.8461 9.4317 14.9438 -1.27 0.28 -0.34 -0.73
N 6.5217 7.7096 14.0655 1.45 1.85 0.67 0.26
C 6.2179 6.3289 14.3307 -0.53 0.49 -0.58 -1.12
C 5.4626 8.6419 13.6950 -0.43 -0.25 0.27 -0.91
H 8.4873 6.9702 12.6966 -0.69 0.62 -1.78 0.47
H 8.7072 5.5527 13.6285 0.58 0.25 0.02 0.23
H 10.1333 6.6380 13.2463 -0.40 -0.16 -0.09 0.23
H 10.6014 7.2774 15.5312 0.22 0.39 -0.03 0.45
H 9.6360 8.6276 16.0946 -0.37 0.79 1.26 0.58
H 10.4435 8.7704 14.4970 -0.46 -0.61 0.75 -0.02
H 5.9757 5.8257 13.4209 -0.40 -0.42 -0.89 0.37
H 5.3381 6.2689 14.9703 0.21 -0.28 0.45 0.38
H 7.1078 5.8426 14.6619 0.09 -0.30 0.94 0.36
H 5.4944 9.6136 14.2301 0.30 -0.77 -0.12 0.30
H 4.5184 8.1366 13.9550 0.11 0.39 -0.31 0.30
H 5.5006 8.8516 12.6189 -0.19 -0.08 0.14 0.26

=====

89
Properties=species:S:1:pos:R:3:forces:R:3:lowdin_spin:R:1 method="wB97M-V/def2-TZVPD" fmax_ev_per_a=7.10 lumo_ev="-8.122 / -7.865" de_lowest_kj_mol=0.0 e_tot_ha=-3172.8667 charge=+2 spin_multiplicity=3
C 2.4754 -4.9991 -0.0614 -0.49 0.70 -0.16 0.00
C 1.5920 -4.0533 -0.5830 0.19 -0.02 0.24 0.01
C 0.3522 -3.8868 0.0585 -0.64 0.90 -0.37 0.03
C 0.0361 -4.5191 1.2776 0.66 -0.08 -0.13 0.01
C 0.9768 -5.4612 1.7897 0.13 0.19 0.30 0.00
C 2.1630 -5.7011 1.1166 -0.41 -0.19 0.38 0.01
C -1.2080 -4.1799 1.8502 -0.82 -2.45 -0.27 0.02
C -2.2814 -3.9051 0.9786 -0.28 0.28 -0.14 0.01
C -1.9368 -3.3687 -0.2805 1.01 0.93 0.01 0.03
C -2.8801 -3.0502 -1.2733 -0.53 0.21 0.20 0.01
C -4.2286 -3.2934 -0.9944 1.10 0.27 -0.31 0.00
C -4.6085 -3.8361 0.2447 0.05 -0.37 0.80 0.00
C -3.6662 -4.1436 1.2186 -0.41 0.30 -0.02 0.00
H 3.4223 -5.1710 -0.5690 -0.16 -0.05 0.10 0.00
H 0.7264 -5.9946 2.7104 0.20 0.14 -0.30 0.00
H 2.8740 -6.4366 1.4975 -0.31 0.21 -0.09 0.00
H -1.4527 -4.6056 2.8212 0.12 0.44 0.16 0.00
H -4.9764 -3.0372 -1.7475 0.14 -0.18 0.25 0.00
H -5.6736 -4.0059 0.4330 0.50 -0.03 0.01 0.00
H -3.9661 -4.5704 2.1759 -0.02 0.09 -0.27 0.00
N -0.5964 -2.9643 -0.4359 -0.32 -3.59 -1.23 0.08
W -0.2533 -1.0113 -0.1510 2.67 2.03 2.86 1.49
C 1.9171 -3.1496 -1.7397 0.08 0.02 0.03 0.02
H 1.1714 -3.2210 -2.5476 0.22 -0.02 0.21 0.00
H 2.9108 -3.3791 -2.1452 -0.23 0.01 0.01 0.00
C -2.3825 -2.3366 -2.5018 0.09 0.09 0.15 0.01
H -1.5584 -2.8770 -2.9958 -0.33 0.08 0.14 0.00
H -3.1995 -2.1570 -3.2136 0.28 -0.11 0.09 0.00
P 1.9479 -1.3769 -1.1522 1.53 -0.94 -0.93 0.08
P -1.7241 -0.6770 -1.9653 -2.29 -0.59 -1.53 0.07
C -3.2804 0.1577 -1.5534 -0.10 0.14 0.02 0.01
H -3.1215 1.2380 -1.5607 -0.08 -0.23 -0.02 0.00
H -4.0357 -0.1120 -2.3068 0.21 0.16 0.21 0.00
H -3.6341 -0.1343 -0.5554 0.08 0.05 -0.32 0.00
C -1.2071 0.0397 -3.5403 0.26 0.24 -0.12 0.02
H -2.0605 0.0055 -4.2340 0.24 -0.01 0.20 0.00
H -0.8901 1.0781 -3.3969 -0.09 -0.25 -0.09 0.00
H -0.3730 -0.5385 -3.9591 -0.23 0.17 0.05 0.00
C 3.3530 -1.4279 0.0048 0.12 -0.01 0.16 0.01
H 4.2010 -1.9440 -0.4677 -0.22 0.16 0.04 0.00
H 3.6627 -0.4205 0.2992 -0.11 -0.23 -0.08 0.00
H 3.0686 -1.9849 0.9068 0.05 0.15 -0.18 0.00
C 2.5906 -0.5655 -2.6390 0.16 0.18 -0.17 0.02
H 2.8015 0.4922 -2.4556 -0.09 -0.28 -0.11 0.00
H 3.5226 -1.0699 -2.9317 -0.22 0.14 0.06 0.00
H 1.8675 -0.6584 -3.4585 0.18 0.05 0.17 0.00
C -1.6202 -0.6812 1.2425 -6.27 1.94 2.70 0.06
O -2.5932 -0.4563 1.8904 4.37 -1.22 -2.08 0.07
H -0.3755 -1.9317 1.5335 0.15 0.83 -0.66 0.02
C 3.4266 2.4894 -0.8652 -0.01 -0.04 -0.11 0.00
Si 1.6016 2.9605 -1.0779 0.75 0.19 -0.33 0.00
C 1.6408 4.8484 -0.8833 -0.30 -0.10 0.17 0.00
C 1.0795 2.7168 -2.8758 0.04 -0.09 -0.14 -0.01
Si 0.1806 1.5326 0.2858 -0.36 1.00 -0.58 -0.03
Si 1.3434 1.8396 2.3719 0.66 0.06 1.25 -0.05
C 1.6024 3.6659 2.8214 -0.24 -0.05 -0.26 -0.01
C 0.3831 0.9955 3.7618 -0.08 -0.04 -0.02 -0.01
C 3.0748 1.0933 2.4305 0.01 -0.18 -0.21 -0.01
Si -1.4886 3.2626 0.8390 -0.79 0.51 0.72 0.01
C -1.0206 5.1081 0.8947 0.46 -0.15 -0.19 0.00
C -2.9880 3.3095 -0.3102 -0.09 -0.28 -0.17 0.00
C -2.1854 2.9163 2.5676 -0.07 -0.21 -0.09 0.00
H 3.9848 2.9154 -1.7143 -0.10 -0.11 0.22 0.00
H 3.6244 1.4131 -0.8379 0.06 0.22 0.06 0.00
H 3.8406 2.9333 0.0507 -0.13 -0.07 -0.23 0.00
H 2.5044 5.2214 -1.4574 -0.16 -0.29 0.10 0.00
H 0.7467 5.3201 -1.3087 0.24 -0.10 0.13 0.00
H 1.7600 5.1986 0.1474 -0.04 -0.04 -0.27 0.00
H 1.1367 1.6760 -3.2113 -0.02 0.23 0.04 0.00
H 0.0554 3.0778 -3.0423 0.18 -0.02 0.04 0.00
H 1.7450 3.3111 -3.5213 -0.17 -0.11 0.16 0.00
H 0.6774 4.1835 3.1017 0.21 -0.14 -0.09 0.00
H 2.2678 3.6817 3.6989 -0.15 -0.13 -0.20 0.00
H 2.0960 4.2401 2.0274 -0.09 -0.14 0.19 0.00
H -0.0973 0.0640 3.4343 0.13 0.17 0.14 0.00
H 1.1046 0.7459 4.5542 -0.16 0.05 -0.16 0.00
H -0.3864 1.6398 4.2008 0.17 -0.19 -0.11 0.00
H 3.0373 -0.0026 2.3959 0.04 0.20 0.07 0.00
H 3.7434 1.4490 1.6386 -0.13 -0.09 0.18 0.00
H 3.5270 1.3794 3.3935 -0.19 -0.05 -0.22 0.00
H -0.9380 5.5310 -0.1138 -0.04 -0.07 0.27 0.00
H -1.8406 5.6439 1.3995 0.11 -0.37 -0.09 0.00
H -0.0982 5.3372 1.4373 -0.21 0.01 -0.15 0.00
H -3.7025 2.5133 -0.0634 0.11 0.20 -0.08 0.00
H -3.5149 4.2695 -0.1897 0.26 -0.26 0.05 0.00
H -2.7073 3.2233 -1.3673 -0.11 0.09 0.09 0.00
H -2.3981 1.8504 2.7240 0.02 0.30 0.08 0.00
H -1.5300 3.2657 3.3748 -0.14 -0.06 -0.21 0.00
H -3.1376 3.4625 2.6548 0.24 -0.10 -0.03 0.00